# 1
Here is a structure of composition C4H4HgLiO2 at a distorted geometry from the Open Molecules 2025 dataset. Energies are from ωB97M-V/def2-TZVPD.

```
12
C4H4HgLiO2 (ωB97M-V/def2-TZVPD)
H -3.4763 0.4476 0.5241
C 0.4602 -0.8017 0.5210
C -0.4047 -1.9353 0.0189
C -1.0517 -0.6608 0.4075
C -1.9220 0.2928 0.2532
O -1.8466 1.5675 0.1039
O 1.2517 -0.0686 -0.2993
H 0.8126 -0.9157 1.5558
H -0.5342 -2.7998 0.6756
H -0.3657 -2.1600 -1.0509
Hg 0.6684 1.5980 -0.7045
Li -3.3780 2.6316 0.3174
```

Properties
HOMO (eV): -11.69
Orbital gap (eV): 4.99
Largest force on an atom (eV/Å): 5.792
Total charge: +1

---

# 2
Here is a cluster of 6 separate species, C40H88N4O6 in total at a distorted geometry from the Open Molecules 2025 dataset. Energies are from ωB97M-V/def2-TZVPD.

```
138
C40H88N4O6 (ωB97M-V/def2-TZVPD)
C -9.8521 -3.0095 -2.8998
C -10.1042 -3.3818 -1.4085
O -11.3320 -2.8221 -1.0177
H -8.7643 -2.9463 -2.9249
H -10.4203 -2.0983 -3.0868
H -10.2258 -3.8439 -3.4932
H -9.4902 -2.7869 -0.7323
H -9.9159 -4.4370 -1.2106
H -12.0146 -3.3654 -1.4181
C -11.9976 -0.7466 6.1187
C -12.7002 0.5577 5.6867
O -13.4928 0.4398 4.5230
H -11.7866 -0.6741 7.1857
H -11.0850 -0.8853 5.5391
H -12.7708 -1.5149 6.1255
H -11.7882 1.0780 5.3942
H -13.0706 1.0622 6.5791
H -12.8151 0.4149 3.8435
C 5.7053 -0.6054 1.7169
C 7.0055 -1.1445 2.3305
C 6.9891 -2.7190 2.3074
C 8.3125 -3.3882 2.3901
C 9.2113 -2.7945 1.3734
C 9.5149 -1.3328 1.5334
N 8.1921 -0.6442 1.5238
O 8.2900 0.7481 1.5945
C 10.3212 -1.0875 2.8754
C 10.2010 -0.9210 0.2264
C 6.8477 -0.7435 3.7945
H 5.4972 -1.0052 0.7244
H 5.6767 0.4817 1.6432
H 4.8200 -0.8725 2.2939
H 6.4531 -3.1669 3.1442
H 6.4829 -3.0266 1.3924
H 8.1433 -4.4571 2.2598
H 8.8494 -3.2589 3.3299
H 8.7252 -2.8606 0.4000
H 10.1793 -3.2626 1.1948
H 11.2836 -1.5154 2.5949
H 10.5441 -0.0704 3.1977
H 9.7289 -1.4380 3.7207
H 9.4621 -0.8948 -0.5745
H 10.6598 0.0400 0.4590
H 10.9860 -1.6480 0.0183
H 6.0875 -1.2731 4.3687
H 6.5465 0.2839 3.9987
H 7.8179 -0.9277 4.2559
H 8.7665 0.8688 2.4191
C 2.9797 -1.2519 -6.6422
C 4.2509 -0.6736 -7.1871
C 5.4131 -1.6336 -6.6357
C 6.7444 -1.4656 -7.3200
C 6.4660 -1.5849 -8.9351
C 5.4145 -0.6184 -9.4684
N 4.2384 -0.6503 -8.6205
O 3.1611 -0.0100 -9.1094
C 6.1667 0.7090 -9.5322
C 5.1575 -1.3045 -10.8337
C 4.4740 0.8095 -6.6094
H 3.1327 -1.1547 -5.5673
H 2.7300 -2.2345 -7.0425
H 2.1291 -0.5994 -6.8392
H 5.5892 -1.2442 -5.6330
H 5.1248 -2.6832 -6.5772
H 7.3862 -2.3298 -7.1489
H 7.3019 -0.5872 -6.9949
H 6.1091 -2.6070 -9.0618
H 7.4283 -1.4382 -9.4255
H 7.0831 0.8394 -10.1079
H 5.4630 1.4457 -9.9197
H 6.3464 1.1254 -8.5411
H 4.5177 -0.6127 -11.3816
H 5.9656 -1.7024 -11.4476
H 4.4691 -2.1307 -10.6555
H 4.1020 0.7488 -5.5867
H 3.9669 1.6102 -7.1477
H 5.5544 0.9538 -6.6032
H 2.5526 -0.7362 -9.2642
C -3.8818 -3.2791 6.2828
C -2.4565 -3.2641 5.5406
C -1.4670 -4.0685 6.3971
C -1.2062 -5.5267 6.0398
C -1.0771 -5.7313 4.5201
C -2.3322 -5.0285 3.6732
N -2.4684 -3.5433 4.1036
O -3.5538 -2.9820 3.4593
C -1.9220 -5.0410 2.1459
C -3.6521 -5.7890 3.9162
C -1.9616 -1.7774 5.7185
H -4.2472 -4.2917 6.4536
H -4.5945 -2.7860 5.6217
H -3.6955 -2.7873 7.2375
H -0.5322 -3.5223 6.5237
H -1.8039 -4.1740 7.4283
H -2.1429 -6.0114 6.3150
H -0.4049 -6.0125 6.5966
H -1.1555 -6.8071 4.3633
H -0.0440 -5.4125 4.3823
H -1.6623 -6.0762 1.9245
H -2.7760 -4.7304 1.5439
H -1.1072 -4.3818 1.8463
H -3.5525 -6.8213 3.5806
H -4.0295 -5.8559 4.9366
H -4.4744 -5.4838 3.2690
H -1.9677 -1.4342 6.7531
H -2.7154 -1.1281 5.2730
H -0.9700 -1.6147 5.2961
H -3.1162 -2.6525 2.6710
C -3.8049 7.7052 2.7945
C -3.7391 7.9771 1.2562
C -2.3907 7.5116 0.8390
C -2.3333 7.0445 -0.6553
C -3.4744 6.0470 -0.8811
C -4.8101 6.7375 -0.6760
N -4.8828 7.1940 0.7341
O -6.1417 7.6305 1.0617
C -5.0802 7.7832 -1.8033
C -5.7965 5.5143 -0.7804
C -3.8511 9.5216 1.1109
H -3.4952 6.6940 3.0585
H -4.7401 7.8623 3.3320
H -3.0243 8.3430 3.2092
H -1.6892 8.3389 0.7311
H -1.9966 6.7089 1.4622
H -1.3397 6.7295 -0.9739
H -2.5315 7.9408 -1.2430
H -3.3173 5.1827 -0.2358
H -3.3266 5.7307 -1.9137
H -6.0722 8.2042 -1.6394
H -4.4247 8.6541 -1.8014
H -5.1645 7.3394 -2.7953
H -5.8733 4.8270 -1.6229
H -5.8075 4.8771 0.1038
H -6.8008 5.9038 -0.6137
H -3.2027 9.9522 1.8739
H -4.8500 9.8956 1.3356
H -3.6250 9.9828 0.1496
H -6.5358 6.7878 1.2983
```

Properties
HOMO (eV): -7.98
SMILES string: CC1(C)CCCC(C)(C)N1O.CC1(C)CCCC(C)(C)N1O.CC1(C)CCCC(C)(C)N1O.CC1(C)CCCC(C)(C)N1O.CCO.CCO
Orbital gap (eV): 8.58
Largest force on an atom (eV/Å): 3.968
Total charge: 0

---

# 3
Here is a cluster of 3 separate species, C21H45ClF12N6O4P3 in total at a distorted geometry from the Open Molecules 2025 dataset. Energies are from ωB97M-V/def2-TZVPD.

```
92
C21H45ClF12N6O4P3 (ωB97M-V/def2-TZVPD)
F 7.3514 -4.7629 3.5512
C 6.6017 -3.6787 2.9892
F 5.5427 -3.4761 3.8728
F 7.5025 -2.5869 3.0516
C 6.1968 -4.0603 1.5068
C 4.6484 -4.3883 1.2803
C 3.7391 -3.0890 0.9199
C 2.4442 -3.8292 0.2664
F 2.9033 -4.1498 -1.0583
F 2.2032 -5.1083 0.8357
C 1.1606 -2.9515 0.0306
F 1.5028 -1.6835 -0.4926
F 0.4556 -3.5713 -1.0521
C 0.1055 -2.7170 1.1770
F -1.1798 -2.7732 0.5581
F 0.1147 -1.4225 1.7543
C 0.0178 -3.7354 2.3818
F 1.1481 -3.8570 3.1670
F -1.0086 -3.2737 3.2392
F -0.4032 -5.0205 1.9862
C 3.4355 -2.0558 2.1473
O 4.4907 -1.0601 2.3164
P 5.1469 -0.7617 0.7334
Cl 3.6230 0.5938 0.0498
O 4.4686 -2.2218 0.0139
H 6.6290 -3.3571 0.7131
H 6.7381 -5.0542 1.2990
H 4.6478 -5.1496 0.4233
H 4.2626 -4.8382 2.2480
H 3.3095 -2.4905 3.1835
H 2.6025 -1.4037 1.7311
H 6.3401 -1.3715 1.2563
H 5.7035 0.4418 1.3470
H 5.7932 -0.4972 -0.5363
O 0.3210 2.6716 1.9945
P -1.0357 3.2764 2.3826
N -0.7041 3.1720 4.0870
C -1.6575 3.0167 5.1728
C 0.3921 4.0276 4.5478
N -1.9083 1.8555 1.9003
C -2.6197 0.9945 2.8267
C -1.2845 1.0082 0.8770
N -2.5916 4.0631 2.7317
C -3.5982 3.9919 1.6444
C -2.4032 5.5152 2.9667
H -2.2435 3.9247 5.3634
H -1.1350 2.7722 6.1043
H -2.3503 2.1947 5.0275
H 0.0670 5.0638 4.7008
H 1.2172 4.0433 3.8307
H 0.8109 3.6617 5.4887
H -1.9384 0.4929 3.5245
H -3.1800 0.2200 2.2908
H -3.3853 1.5446 3.3788
H -0.5037 0.3706 1.3082
H -0.8428 1.6087 0.0821
H -2.0203 0.3575 0.3963
H -3.1838 4.3476 0.6948
H -4.4752 4.5995 1.8911
H -3.9843 2.9853 1.4956
H -1.9314 5.9997 2.1053
H -1.7807 5.7053 3.8412
H -3.3579 6.0091 3.1655
O -1.6647 0.5981 -2.3425
P -2.3769 0.1851 -3.6386
N -0.8972 -0.2825 -4.4183
C -0.5948 -0.2674 -5.8400
C -0.2257 -1.4366 -3.8097
N -2.7284 1.8318 -4.0722
C -2.1510 2.5033 -5.2225
C -2.8169 2.7984 -2.9763
N -3.2993 -0.3437 -5.0629
C -4.6553 0.2435 -5.1981
C -3.5330 -1.8080 -5.0207
H -1.1139 -1.0566 -6.3980
H 0.4783 -0.4156 -6.0005
H -0.8117 0.6810 -6.3201
H -0.6672 -2.3857 -4.1354
H -0.2813 -1.4044 -2.7188
H 0.8372 -1.4537 -4.0612
H -1.0666 2.6282 -5.1212
H -2.5916 3.4976 -5.3585
H -2.3838 1.9788 -6.1512
H -1.8198 3.1110 -2.6358
H -3.3600 2.3841 -2.1259
H -3.3630 3.6957 -3.2840
H -5.2400 0.1092 -4.2817
H -5.1962 -0.2234 -6.0276
H -4.6309 1.3048 -5.4383
H -4.0649 -2.0998 -4.1093
H -2.5981 -2.3672 -5.0571
H -4.1140 -2.1389 -5.8853
```

Properties
HOMO (eV): -4.55
Orbital gap (eV): 5.46
Largest force on an atom (eV/Å): 8.858
Total charge: -1

---

# 4
Here is the ion C4H9NP with charge +1 at a distorted geometry from the Open Molecules 2025 dataset. Energies are from ωB97M-V/def2-TZVPD.

```
15
C4H9NP (ωB97M-V/def2-TZVPD)
C 0.1736 1.0292 -0.7998
C -1.2198 -0.7111 0.1070
C 0.0140 -0.4975 -0.8004
C 0.8164 0.7659 0.6290
N 1.1242 -0.6858 0.2081
P -1.0169 0.2393 1.6268
H 0.9647 1.2407 -1.4466
H -0.6015 1.8072 -0.9069
H -2.2337 -0.7328 -0.3287
H -1.2300 -1.7896 0.5749
H 0.0687 -1.0929 -1.7274
H 1.7077 1.2762 1.1136
H 1.0333 -1.4974 0.8109
H 2.0614 -0.7551 -0.2739
H -1.6621 1.4038 1.2134
```

Properties
HOMO (eV): -13.96
SMILES string: C1P[C@@H]2C[C@H]1[NH2+]2
Orbital gap (eV): 10.40
Largest force on an atom (eV/Å): 4.197
Total charge: +1